No. 1
{"formula": "C30H34N7O13", "method": "ωB97M-V/def2-TZVPD", "species": ["N", "O", "O", "O", "C", "C", "C", "C", "C", "C", "N", "O", "O", "H", "H", "H", "H", "H", "C", "C", "C", "C", "C", "C", "N", "O", "O", "H", "H", "H", "H", "H", "C", "C", "C", "C", "C", "C", "N", "O", "O", "H", "H", "H", "H", "H", "C", "C", "C", "C", "C", "C", "N", "O", "O", "H", "H", "H", "H", "H", "C", "O", "N", "C", "C", "H", "H", "H", "H", "H", "H", "H", "C", "O", "N", "C", "C", "H", "H", "H", "H", "H", "H", "H"], "xyz": [[-0.092, -0.744, -0.051], [0.232, -1.207, -1.196], [-0.250, -1.488, 0.935], [-0.687, 0.355, 0.033], [3.706, -0.920, 1.816], [5.032, -0.591, 2.557], [6.031, -1.672, 3.139], [5.764, -3.187, 2.662], [4.306, -3.471, 2.074], [3.404, -2.289, 1.561], [6.709, -4.216, 3.027], [6.336, -5.371, 2.843], [7.696, -3.871, 3.731], [3.009, -0.154, 1.571], [5.184, 0.286, 2.987], [6.941, -1.460, 3.771], [3.922, -4.444, 1.843], [2.348, -2.576, 1.101], [4.115, 1.318, -1.703], [5.305, 2.198, -1.848], [6.171, 1.680, -3.080], [5.922, 0.264, -3.693], [4.568, -0.441, -3.331], [3.714, 0.236, -2.351], [7.037, -0.346, -4.485], [8.151, 0.289, -4.592], [6.920, -1.402, -5.151], [3.389, 1.679, -0.954], [5.670, 3.079, -1.213], [7.086, 2.384, -3.291], [4.410, -1.374, -3.670], [2.878, -0.476, -1.985], [-4.691, 3.181, 0.743], [-3.203, 2.879, 1.227], [-2.907, 3.166, 2.664], [-3.978, 3.817, 3.591], [-5.363, 4.119, 3.070], [-5.619, 3.860, 1.572], [-3.621, 4.089, 5.030], [-4.678, 4.511, 5.749], [-2.491, 4.025, 5.485], [-4.868, 2.882, -0.296], [-2.565, 2.246, 0.739], [-1.944, 2.817, 2.890], [-6.225, 4.566, 3.626], [-6.407, 4.245, 1.106], [-2.992, -0.725, 3.809], [-2.816, -0.663, 5.359], [-3.897, 0.020, 6.089], [-5.195, 0.390, 5.420], [-5.245, 0.411, 3.847], [-4.064, -0.305, 3.035], [-6.325, 0.995, 6.242], [-6.127, 1.214, 7.542], [-7.466, 1.005, 5.708], [-2.168, -1.454, 3.197], [-1.777, -0.784, 5.796], [-3.729, 0.191, 7.126], [-6.131, 0.673, 3.397], [-4.057, -0.382, 2.056], [-3.790, 0.141, -3.336], [-3.966, 0.528, -4.544], [-3.607, -1.074, -3.011], [-3.150, -1.483, -1.638], [-3.958, -2.230, -4.046], [-3.476, 0.862, -2.478], [-3.574, -2.445, -1.222], [-3.441, -0.782, -0.769], [-2.011, -1.661, -1.788], [-3.407, -3.144, -3.714], [-3.750, -1.788, -5.025], [-4.938, -2.440, -3.942], [1.246, -2.030, -4.736], [1.788, -3.059, -5.270], [1.554, -0.855, -5.302], [1.099, 0.383, -4.511], [2.207, -0.585, -6.451], [0.481, -1.993, -3.978], [0.439, 1.024, -4.951], [2.040, 1.020, -4.448], [0.788, 0.081, -3.597], [1.467, 0.134, -7.033], [2.549, -1.514, -6.993], [3.024, -0.144, -6.091]], "forces_ev_per_a": [[-4.2354, -0.7904, -0.7789], [1.1195, 0.6299, 1.1759], [1.8517, -0.8416, 0.1607], [1.2770, 1.0955, -0.6560], [4.4204, -2.6098, 2.0931], [-0.7123, -8.4201, -0.5005], [-3.6765, -1.5209, -3.9661], [-4.6940, 5.0430, -0.5043], [2.7316, 4.8611, -0.2855], [0.8173, -1.8376, 1.5419], [-0.3730, -0.1814, 2.6009], [1.0081, 0.7256, -0.2933], [-1.5176, -0.7923, -1.9568], [-0.2336, 0.5396, -0.2157], [0.5341, 4.1702, 1.3037], [-1.2824, -0.0758, -0.9995], [0.3596, -0.4794, 0.1114], [2.4591, 0.6153, 1.0071], [1.4412, 5.6863, 3.0302], [0.7085, -4.2722, -4.8425], [-0.7610, -0.4820, 2.7601], [-2.8791, 2.3064, 2.8649], [4.3557, 6.5106, 1.6175], [0.8680, -5.8614, -2.9674], [2.7822, 0.1042, -2.7346], [-3.4503, -1.0239, 1.2437], [-1.1346, 1.9682, 2.2257], [0.4915, -0.2612, -0.0417], [-1.0563, -1.5105, -1.2165], [-1.7254, -2.1202, -0.0233], [-0.7015, -3.0711, -1.2511], [0.9473, 1.9050, -0.6142], [3.9492, 0.0950, 2.2478], [-6.3721, 2.7765, 5.3567], [-4.7164, 1.1433, -2.8487], [-0.5197, -1.0946, -3.1562], [2.8854, -0.9594, -2.3597], [5.8712, -2.0736, 3.8234], [-3.7254, 1.9264, 2.1901], [4.2800, -1.8214, -2.7026], [-1.6507, -0.2709, -1.2549], [-0.3432, 0.4485, 0.4262], [1.6580, -1.1961, -1.6074], [1.0569, -0.0005, 1.3393], [1.4429, -0.4623, -0.1664], [-3.7185, 1.2646, -1.3135], [2.3597, -3.0291, 1.1149], [-2.7484, 2.9133, -2.6332], [0.1329, -1.3292, -3.3286], [2.8438, 0.4480, -3.5482], [4.7346, -3.3177, 4.1597], [-2.4828, 2.7109, 9.3472], [-1.2402, -1.1978, 2.8461], [-0.5279, -0.6482, -5.7294], [3.2512, 0.5449, 1.3414], [-2.0588, 2.5517, 1.7911], [-1.7140, -0.2084, -0.5109], [-0.3687, 0.1907, 0.6512], [-1.8126, 0.7880, -1.0126], [-0.2759, -0.2840, -4.5930], [1.2955, 4.6212, -3.1839], [-0.3242, -0.5145, 3.1306], [-1.0206, -5.8180, 1.3122], [1.1087, -0.5531, 0.4664], [3.9897, 2.1623, 1.8404], [-0.8935, -0.7160, -1.2265], [0.1226, 0.7424, -1.2619], [0.8809, -0.3919, -1.8818], [-1.7926, 0.5556, 1.0708], [0.0053, 0.9798, -0.6731], [0.2077, -0.5499, 0.2237], [-3.4408, -0.4819, 0.2610], [2.7051, -2.7249, -4.1466], [-1.9264, 1.7530, 2.2315], [-4.7172, 1.4046, 5.7330], [5.0791, -1.0151, -2.4205], [-2.1219, -1.0029, -4.5288], [-0.0002, -0.2664, 0.7582], [-2.2841, 1.1042, -1.7648], [-0.9546, -0.7337, 0.4344], [-0.9285, -0.7983, 2.9576], [2.0296, -1.3456, 0.3805], [-0.8527, 1.0102, 0.4076], [3.9028, 2.6613, 0.1213]], "mulliken_charge": [0.749, -0.516, -0.619, -0.557, -0.208, -0.773, -0.305, 0.037, -0.489, -0.092, 0.884, -0.546, -0.565, 0.572, 0.500, 0.349, 0.407, 0.213, -0.085, -0.595, -0.249, -0.060, -0.489, -0.301, 0.860, -0.555, -0.538, 0.370, 0.335, 0.283, 0.834, 0.165, -0.329, -0.840, -0.394, 0.063, -0.271, -0.718, 0.930, -0.561, -0.547, 0.420, 0.752, 0.524, 0.406, 0.568, 0.114, -0.624, -0.247, -0.126, -0.469, -0.738, 0.840, -0.539, -0.518, 0.103, 0.335, 0.457, 0.610, 0.805, 0.216, -0.713, 0.173, -0.513, -0.982, 0.241, 0.257, 0.102, 0.145, 0.322, 0.323, 0.402, 0.147, -0.712, 0.146, -0.934, -0.911, 0.404, 0.419, 0.257, 0.271, 0.236, 0.339, 0.340], "energy_ha": -2523.92340, "fmax_ev_per_a": 10.0, "e_homo_ev": -6.4367, "e_above_lowest_kj_mol": 144.7, "molar_mass_g_mol": 700.64, "homo_lumo_gap_ha": 0.2510, "charge": -1}



No. 2
{"formula": "C9H9Br2N", "method": "ωB97M-V/def2-TZVPD", "species": ["Br", "Br", "C", "C", "C", "C", "C", "C", "N", "C", "C", "C", "H", "H", "H", "H", "H", "H", "H", "H", "H"], "xyz": [[-3.788, -2.273, 1.624], [-2.061, -0.955, 4.145], [-1.783, -1.096, -0.083], [-0.294, 0.017, 2.087], [-2.189, -1.252, 1.265], [-1.462, -0.687, 2.329], [-0.618, -0.357, -0.330], [0.092, 0.157, 0.743], [2.126, 1.357, -1.970], [0.077, -0.101, -1.613], [1.315, 0.878, 0.292], [1.477, 0.342, -1.144], [-2.284, -1.546, -0.956], [0.366, 0.462, 2.857], [2.221, 1.048, -2.959], [1.657, 2.263, -1.919], [0.163, -1.002, -2.295], [-0.477, 0.655, -2.170], [2.224, 0.683, 0.889], [1.118, 1.983, 0.261], [2.122, -0.576, -1.050]], "forces_ev_per_a": [[0.6275, 0.3774, -0.3291], [0.4093, 0.2412, -0.6704], [0.3557, 0.1987, 0.4477], [0.3763, 0.2146, -0.8098], [-0.3117, -0.1123, -0.7213], [-0.4355, -0.4130, 0.3518], [-0.9213, -1.1374, 1.1543], [0.0578, 0.2249, 1.3150], [0.5174, -0.6207, -0.8904], [0.2026, -1.0744, -0.8685], [0.2161, 0.5439, -0.4364], [0.6780, 0.4733, -0.2094], [-0.0954, 0.1146, 0.8874], [-0.8161, -0.4856, -0.3311], [-0.1989, 0.5224, 1.0695], [0.0436, -0.5394, -0.1424], [-0.2913, 0.8756, 0.7971], [0.2863, 0.2976, -0.1389], [-0.5176, 0.2289, -0.1644], [0.2718, -0.7845, 0.1083], [-0.4545, 0.8543, -0.4190]], "mulliken_charge": [-0.186, -0.181, -0.596, -0.551, 0.059, 0.073, 0.389, 0.541, -0.671, -0.816, -1.007, 0.124, 0.431, 0.434, 0.258, 0.231, 0.280, 0.251, 0.328, 0.314, 0.294], "energy_ha": -5551.13518, "fmax_ev_per_a": 1.9, "e_homo_ev": -8.8806, "e_above_lowest_kj_mol": 13.5, "molar_mass_g_mol": 290.99, "homo_lumo_gap_ha": 0.3515, "smiles": "NC1Cc2cc(Br)c(Br)cc2C1"}



No. 3
{"formula": "C25H23BrN2O5", "method": "ωB97M-V/def2-TZVPD", "species": ["O", "C", "C", "C", "C", "C", "C", "C", "C", "C", "O", "H", "H", "H", "H", "H", "C", "C", "O", "H", "C", "O", "N", "C", "H", "C", "N", "C", "C", "O", "C", "C", "H", "H", "H", "H", "H", "H", "H", "H", "H", "H", "H", "C", "C", "C", "C", "C", "C", "C", "H", "Br", "H", "H", "H", "H"], "xyz": [[-1.159, -2.541, 1.335], [-0.450, -1.987, 0.514], [0.917, -2.428, 0.224], [1.521, -3.633, 0.456], [2.862, -3.499, 0.005], [3.977, -4.337, -0.049], [5.149, -3.824, -0.555], [5.235, -2.501, -1.001], [4.151, -1.650, -0.961], [2.965, -2.168, -0.461], [1.786, -1.531, -0.326], [4.210, -0.627, -1.297], [6.176, -2.139, -1.387], [6.027, -4.450, -0.609], [3.912, -5.356, 0.299], [1.053, -4.497, 0.881], [-0.859, -0.797, -0.240], [-0.595, -0.476, -1.522], [0.071, -1.125, -2.475], [0.032, -0.572, -3.277], [-1.186, 0.854, -1.822], [-1.072, 1.437, -2.886], [-1.837, 1.253, -0.710], [-2.200, 2.625, -0.477], [-2.204, 3.109, -1.455], [-1.183, 3.307, 0.469], [0.136, 2.747, 0.260], [0.826, 3.268, -0.908], [2.066, 2.409, -1.155], [2.927, 2.411, -0.039], [2.250, 1.949, 1.104], [1.021, 2.810, 1.407], [0.510, 2.414, 2.288], [1.345, 3.844, 1.621], [2.967, 1.994, 1.926], [1.928, 0.908, 0.950], [2.646, 2.800, -1.993], [1.749, 1.378, -1.374], [0.173, 3.212, -1.778], [1.131, 4.318, -0.756], [-1.472, 3.112, 1.505], [-1.219, 4.396, 0.310], [-3.204, 2.680, -0.048], [-1.733, 0.283, 0.358], [-3.079, -0.270, 0.765], [-3.410, -0.429, 2.103], [-4.633, -0.970, 2.459], [-5.542, -1.350, 1.487], [-5.203, -1.183, 0.156], [-3.983, -0.652, -0.217], [-3.732, -0.536, -1.261], [-6.441, -1.695, -1.196], [-6.497, -1.774, 1.757], [-4.883, -1.100, 3.500], [-2.704, -0.145, 2.868], [-1.240, 0.727, 1.230]], "forces_ev_per_a": [[0.2889, 0.0610, -0.1759], [-0.0827, 0.0839, -0.0501], [0.4722, -1.2989, 0.4845], [-0.5790, 0.6913, -0.1049], [0.2265, 0.6450, -0.2742], [-0.0712, 0.0914, -0.0136], [0.0933, -0.1575, 0.0236], [-0.0613, 0.0781, -0.0081], [-0.2226, 0.1884, -0.0067], [0.4439, -0.9760, 0.1896], [-0.0192, 0.3819, -0.0546], [0.0311, 0.1350, -0.0477], [0.0687, 0.0525, -0.0348], [0.0667, -0.0560, 0.0006], [0.0282, -0.1110, 0.0301], [-0.1784, -0.1417, 0.1127], [-0.0476, 0.3337, -0.6124], [-0.0441, -0.1612, 0.5386], [-0.1154, 0.1152, -0.0176], [-0.0346, 0.0066, 0.1201], [-0.1510, 0.0410, -0.0287], [0.1723, 0.0056, -0.1719], [-0.1757, -0.1631, -0.0769], [0.0355, 0.2700, -0.0206], [-0.0884, -0.0386, 0.0911], [0.0196, -0.1964, -0.0827], [0.0108, 0.2217, 0.1749], [0.2581, -0.1862, -0.0991], [-0.2423, 0.2073, -0.2844], [0.1794, 0.0942, -0.0346], [-0.1997, 0.0559, 0.4189], [0.2926, -0.1740, -0.0644], [-0.0002, 0.0072, 0.0151], [-0.0219, -0.0505, 0.0443], [-0.0707, -0.0439, -0.0073], [0.0177, 0.0643, 0.0535], [-0.0704, -0.0506, -0.0049], [0.0069, 0.0530, -0.0417], [0.0116, 0.0250, -0.0489], [-0.0273, -0.0349, -0.0139], [0.0329, 0.0488, -0.0090], [-0.0329, -0.0447, 0.0780], [0.0294, 0.0360, -0.0972], [0.0667, -0.2641, 0.0290], [-0.2525, 0.0989, 0.2007], [0.0111, 0.0707, -0.1622], [-0.0014, 0.0084, 0.0248], [-0.0575, -0.0454, -0.0541], [-0.0635, -0.0346, -0.1686], [-0.0826, -0.0182, 0.0727], [-0.0122, 0.0062, -0.0969], [0.1042, 0.0398, 0.1211], [-0.0669, -0.0186, 0.0085], [-0.0276, -0.0118, 0.1020], [0.1126, 0.0347, 0.0878], [0.0201, 0.0249, -0.0538]], "mulliken_charge": [-0.624, 0.121, 0.511, -1.449, 0.983, -0.847, -0.514, -0.580, -0.799, 0.330, 0.020, 0.463, 0.428, 0.382, 0.429, 0.580, -1.039, 0.948, -0.667, 0.353, 0.791, -0.707, 0.339, -1.128, 0.500, -0.984, 0.602, -0.959, -0.145, -0.461, -0.004, -0.900, 0.483, 0.320, 0.404, -0.228, 0.413, -0.109, 0.519, 0.347, 0.482, 0.367, 0.354, 0.561, 0.244, -0.031, -0.984, -0.330, -0.455, -0.345, 0.556, -0.210, 0.426, 0.403, 0.448, 0.388], "energy_ha": -4026.19520, "fmax_ev_per_a": 1.5, "e_homo_ev": -8.7270, "e_above_lowest_kj_mol": 4.7, "molar_mass_g_mol": 511.37, "homo_lumo_gap_ha": 0.3040, "smiles": "O=C(C1=C(O)C(=O)N(CCN2CCOCC2)[C@H]1c1cccc(Br)c1)c1cc2ccccc2o1"}



No. 4
{"formula": "C10H22BN3O3", "method": "ωB97M-V/def2-TZVPD", "species": ["O", "O", "O", "B", "C", "N", "N", "N", "C", "C", "C", "C", "C", "C", "C", "C", "C", "H", "H", "H", "H", "H", "H", "H", "H", "H", "H", "H", "H", "H", "H", "H", "H", "H", "H", "H", "H", "H", "H"], "xyz": [[0.698, 1.688, -0.714], [-1.990, -0.078, 2.046], [-2.852, 2.227, 2.571], [-2.263, 1.250, 1.770], [0.015, 0.719, -0.966], [4.157, -0.876, 0.197], [-1.342, 0.643, -0.566], [2.155, -0.130, -2.092], [3.566, -1.937, 1.076], [-2.437, 0.014, -1.404], [2.267, -1.605, 1.822], [-3.388, 1.236, -1.633], [1.347, -0.772, 0.974], [-3.251, 2.116, -0.374], [0.924, -1.452, -0.377], [-1.921, 1.709, 0.286], [0.813, -0.457, -1.516], [-2.267, -0.201, 2.978], [-2.914, 2.097, 3.481], [3.602, -0.651, -0.626], [5.134, -1.172, -0.047], [2.163, -0.391, -3.091], [2.320, 0.889, -2.065], [3.411, -2.814, 0.445], [4.417, -2.329, 1.709], [-1.935, -0.366, -2.263], [-2.879, -0.827, -0.941], [1.874, -2.614, 2.008], [2.474, -1.102, 2.761], [-4.435, 0.970, -1.985], [-2.904, 1.757, -2.442], [0.506, -0.424, 1.561], [1.855, 0.194, 0.700], [-3.207, 3.228, -0.554], [-4.103, 1.955, 0.302], [-0.083, -1.889, -0.337], [1.565, -2.217, -0.735], [-1.246, 2.534, 0.367], [0.153, -0.924, -2.326]], "forces_ev_per_a": [[-0.1279, 1.1481, 0.4489], [-0.8107, 1.0961, 1.7270], [0.7498, -0.5175, -2.5840], [0.3817, 0.0324, -0.9795], [-0.4750, 0.6073, 0.2772], [1.1136, -0.4488, 1.1871], [0.4515, -0.6068, -0.7635], [-0.9961, 0.7072, -0.4672], [1.9150, -0.3379, -1.0262], [1.2392, 2.0013, 0.8757], [1.0549, -0.6599, -0.4676], [0.0070, -0.6948, -0.5367], [0.4839, 0.6850, -1.2845], [-0.5619, 0.8956, -0.1568], [-1.3534, 0.7860, 0.8339], [-0.3127, -0.9209, 0.3721], [-1.4137, -0.7350, -1.9211], [0.3084, -0.5849, -0.5604], [-0.2441, -0.4869, 2.3297], [0.1712, -0.3648, 0.0324], [-1.6002, 0.5510, 0.0571], [-0.0212, 0.1630, 0.8307], [-0.2708, -0.6296, 0.2155], [-0.5628, -0.2547, -0.0812], [-1.0729, 0.8037, -0.0377], [-0.0309, -0.0799, -1.0646], [-0.6454, -0.7540, 0.9969], [-0.4118, 0.3720, 0.3957], [0.0017, 0.0419, 0.1810], [1.2280, 0.2913, 0.7482], [-0.0597, 0.4008, -0.5325], [-0.5261, -0.2883, -0.0905], [-0.0915, -0.9708, 0.3206], [-0.3544, -1.1850, -0.2694], [0.2105, 0.0340, -0.1578], [0.1807, -0.1309, 0.5684], [0.9116, -0.7855, 0.0987], [0.5407, 0.5489, -0.3139], [0.9941, 0.2713, 0.7984]], "mulliken_charge": [-0.675, -0.567, -0.550, 0.588, 0.235, -0.625, 0.491, -0.596, -0.653, -0.819, -0.815, -0.668, -0.367, -0.634, -0.865, -0.589, 0.071, 0.252, 0.266, 0.286, 0.249, 0.257, 0.247, 0.275, 0.397, 0.431, 0.344, 0.306, 0.399, 0.395, 0.274, -0.021, 0.512, 0.253, 0.291, 0.412, 0.444, 0.439, 0.332], "energy_ha": -809.15099, "fmax_ev_per_a": 2.7, "e_homo_ev": -8.1728, "molar_mass_g_mol": 243.12, "homo_lumo_gap_ha": 0.3053, "smiles": "NCCCC[C@H](N)C(=O)N1CCC[C@H]1B(O)O"}